No. 1
Formula: C9H13CaCl3NO4Se2
Source: the Open Molecules 2025 dataset
Level of theory: ωB97M-V/def2-TZVPD

```
33
C9H13CaCl3NO4Se2, DFT ωB97M-V/def2-TZVPD
Ca 1.41 -0.25 0.40
O 1.34 1.63 -1.35
C 0.27 1.94 -2.22
C -0.95 1.03 -2.04
C -1.95 1.57 -3.09
O -3.16 0.83 -3.04
C -1.67 1.20 -0.68
Se -0.67 1.33 1.03
C -0.71 -0.45 -2.43
Se 0.96 -1.43 -1.99
H 2.08 2.21 -1.56
H 0.60 1.84 -3.27
H -0.06 2.97 -2.06
H -1.49 1.50 -4.09
H -2.14 2.63 -2.88
H -3.76 1.18 -3.70
H -2.38 0.39 -0.56
H -2.24 2.13 -0.70
H -0.75 -0.52 -3.52
H -1.53 -1.04 -2.04
Cl -2.19 -4.08 4.12
C -0.66 -4.56 3.36
Cl -0.95 -5.93 2.26
Cl 0.51 -5.03 4.61
C -0.13 -3.44 2.60
N 0.27 -2.56 2.00
C 2.39 0.96 3.37
C 3.50 0.37 2.49
O 4.67 0.53 2.82
O 3.09 -0.26 1.45
H 2.82 1.47 4.23
H 1.72 0.17 3.70
H 1.80 1.68 2.79
```

Computed properties:
Charge: -1
Molecular weight in g/mol: 503.563
Energy in eV: -205925.8214
HOMO-LUMO gap in hartree: 0.2164
Energy relative to the best compared isomer or geometry (same formula, charge and spin) in eV: 0.386

No. 2
Formula: C9H13Cl3N4
Source: the Open Molecules 2025 dataset
Level of theory: ωB97M-V/def2-TZVPD

```
29
C9H13Cl3N4, DFT ωB97M-V/def2-TZVPD
C -4.61 -2.82 0.45
C -5.76 -2.99 -0.42
N -6.71 -3.13 -1.08
H -4.73 -1.98 1.13
H -3.73 -2.81 -0.21
H -4.43 -3.73 1.03
C 3.91 0.84 0.16
C 4.09 0.96 -1.27
N 4.22 1.04 -2.41
H 4.38 1.63 0.75
H 4.44 -0.08 0.39
H 2.84 0.75 0.39
C -0.71 4.03 1.01
C -0.88 4.63 2.35
N -0.95 5.15 3.39
H -0.02 4.60 0.39
H -1.66 4.05 0.48
H -0.20 3.08 1.17
C 2.74 -2.87 0.29
C 2.16 -2.21 -0.91
N 1.69 -1.73 -1.86
H 3.80 -2.61 0.33
H 2.59 -3.94 0.21
H 2.17 -2.54 1.16
C -0.86 0.47 -1.45
Cl -2.40 -0.30 -1.13
Cl 0.13 0.52 0.08
Cl -1.19 2.08 -2.20
H -0.31 -0.10 -2.20
```

Computed properties:
Charge: +1
Spin multiplicity: 2
Molecular weight in g/mol: 283.590
Energy in eV: -53058.0714
HOMO-LUMO gap (spin up / spin down) in hartree: 0.3557 / 0.0919
Energy relative to the best compared isomer or geometry (same formula, charge and spin) in eV: 0.579

No. 3
Formula: C9H13ClCrN2O9Se
Source: the Open Molecules 2025 dataset
Level of theory: ωB97M-V/def2-TZVPD

```
36
C9H13ClCrN2O9Se, DFT ωB97M-V/def2-TZVPD
Cr -1.34 0.02 0.91
O -4.39 1.09 -1.62
C -3.29 0.78 -1.01
O -3.20 -0.02 -0.09
C -2.05 1.51 -1.49
O -0.93 0.77 -1.01
C -0.47 -0.29 -1.88
C -0.22 -1.57 -1.07
O 0.44 -2.45 -1.56
O -0.75 -1.58 0.13
H -5.15 0.63 -1.20
H -2.03 2.49 -1.02
H -2.03 1.63 -2.57
H 0.45 0.02 -2.37
H -1.22 -0.51 -2.64
O -4.14 0.72 3.10
Cl -2.74 0.73 3.03
O -2.09 1.13 4.21
O -2.21 -0.60 2.57
O -2.27 1.57 1.86
C 2.62 1.97 -0.61
N 2.68 0.55 -0.28
C 3.50 -0.37 -0.89
C 3.27 -1.56 -0.29
N 2.33 -1.35 0.69
C 1.80 -2.41 1.55
C 1.97 -0.06 0.68
Se 0.76 0.81 1.85
H 3.54 2.24 -1.13
H 2.53 2.56 0.29
H 1.76 2.17 -1.25
H 4.16 -0.10 -1.69
H 3.68 -2.54 -0.49
H 2.63 -3.02 1.89
H 1.09 -3.01 0.98
H 1.30 -1.95 2.40
```

Computed properties:
Charge: +1
Spin multiplicity: 2
Molecular weight in g/mol: 459.617
Energy in eV: -137229.1767
HOMO-LUMO gap (spin up / spin down) in hartree: 0.2895 / 0.3146

No. 4
Formula: C9H13ClN
Source: the Open Molecules 2025 dataset
Level of theory: ωB97M-V/def2-TZVPD

```
24
C9H13ClN, DFT ωB97M-V/def2-TZVPD
C -2.04 0.03 1.37
C -2.02 -0.08 -0.09
C -0.64 -0.27 2.05
C -0.95 0.94 1.84
C 0.52 0.40 -0.66
C 0.23 -1.01 -0.94
C -0.95 0.10 -1.01
C -0.70 2.34 1.95
C 2.14 -1.89 -2.13
N 0.69 -1.40 -2.23
Cl -1.50 0.85 -2.53
H -2.97 -0.41 1.84
H -2.88 -0.33 -0.58
H -0.17 -1.19 2.18
H 0.63 0.53 0.35
H 1.01 0.93 -1.57
H -1.59 2.67 2.65
H -0.81 2.98 1.08
H 0.37 2.62 2.30
H 2.79 -1.03 -1.90
H 2.27 -2.83 -1.51
H 2.41 -2.10 -3.18
H 0.03 -2.18 -2.39
H 0.62 -0.71 -2.92
```

Computed properties:
Charge: +1
Molecular weight in g/mol: 170.663
Energy in eV: -23541.9352
HOMO-LUMO gap (spin up / spin down) in hartree: 0.2605 / 0.2605
Energy relative to the best compared isomer or geometry (same formula, charge and spin) in eV: 5.891